C19H36N2O8 | ωB97M-V/def2-TZVPD

The geometry in XYZ format:
```
65
Properties=species:S:1:pos:R:3:mulliken_charge:R:1
N 1.468 1.587 -3.419 -0.53
C 2.748 2.245 -3.573 -0.46
O 3.659 1.720 -2.605 -0.28
C 3.925 2.443 -1.479 0.35
O 3.774 1.948 -0.394 -0.48
C 4.470 3.822 -1.679 0.28
C 5.101 4.231 -2.848 -0.11
C 5.600 5.519 -2.913 -0.46
C 5.435 6.349 -1.811 -0.27
N 4.842 5.968 -0.685 -0.60
C 4.381 4.728 -0.622 -0.25
H 0.896 2.074 -2.737 0.20
H 0.960 1.640 -4.296 0.25
H 2.691 3.334 -3.478 0.45
H 3.150 2.003 -4.559 0.25
H 5.213 3.540 -3.676 0.46
H 6.114 5.885 -3.793 0.38
H 5.805 7.369 -1.842 0.37
H 3.911 4.412 0.304 0.46
C 0.924 0.236 0.124 -0.95
O 1.014 -0.286 1.432 -0.15
C 2.118 0.253 2.145 -0.54
C 1.955 0.001 3.627 -0.50
O 1.073 0.911 4.272 -0.48
C -0.309 0.705 4.037 -0.39
C -0.916 -0.425 4.835 -0.67
O -0.579 -1.670 4.251 -0.06
C -0.846 -2.752 5.112 -0.92
H 1.831 0.038 -0.454 0.33
H 0.074 -0.240 -0.362 0.34
H 0.756 1.321 0.151 0.36
H 2.194 1.331 1.965 0.31
H 3.043 -0.219 1.791 0.40
H 2.924 0.158 4.104 0.43
H 1.650 -1.033 3.799 0.18
H -0.504 0.553 2.973 0.14
H -0.799 1.630 4.348 0.39
H -2.009 -0.304 4.841 0.43
H -0.557 -0.386 5.871 0.41
H -0.247 -2.690 6.027 0.34
H -0.585 -3.666 4.581 0.25
H -1.907 -2.793 5.387 0.33
C -5.797 -0.912 -3.179 -0.77
O -5.173 -1.675 -2.175 -0.23
C -5.516 -3.046 -2.256 -0.62
C -4.592 -3.886 -1.404 -0.34
O -3.339 -4.155 -2.010 -0.44
C -2.371 -3.119 -1.947 -0.61
C -1.660 -3.027 -0.616 -0.41
O -2.464 -2.362 0.337 -0.25
C -1.974 -2.540 1.652 -0.83
H -6.890 -0.979 -3.114 0.31
H -5.500 0.124 -3.036 0.23
H -5.485 -1.239 -4.178 0.31
H -5.456 -3.389 -3.298 0.35
H -6.549 -3.185 -1.906 0.42
H -5.063 -4.864 -1.278 0.38
H -4.467 -3.432 -0.419 0.19
H -2.808 -2.153 -2.211 0.25
H -1.627 -3.380 -2.703 0.41
H -0.717 -2.479 -0.752 0.36
H -1.419 -4.040 -0.267 0.35
H -1.994 -3.603 1.928 0.33
H -2.626 -1.988 2.324 0.24
H -0.955 -2.159 1.756 0.36
```

The calculation puts the HOMO energy at -9.047 eV. Its SMILES is NCOC(=O)c1cccnc1.COCCOCCOC.COCCOCCOC. For the largest force on an atom, the calculation gives 0.445 eV/A. Its spin multiplicity is 1. For the total energy, the calculation gives -1456.87060 hartree. The calculation puts the LUMO energy at 0.0 eV. The value obtained for the relative energy (zero: lowest compared OMol25 entry of this formula, charge and spin) is 16.07 kcal per mole.

C42H62HgN2O9Si | ωB97M-V/def2-TZVPD

The geometry in XYZ format:
```
117
Properties=species:S:1:pos:R:3:mulliken_charge:R:1
Hg 0.627 0.719 -0.730 3.76
C -0.330 3.550 0.511 -0.72
C -0.347 3.687 -1.009 -0.07
O 0.859 3.168 -1.568 -0.35
C 0.810 2.821 -2.955 -0.32
C 1.940 1.848 -3.295 -1.05
O 1.504 0.502 -3.088 -0.06
C 2.516 -0.495 -2.941 -0.83
C 1.939 -1.702 -2.210 -0.58
O 1.827 -1.367 -0.838 -0.16
C 1.151 -2.254 0.050 -1.55
C 1.163 -1.608 1.446 -0.21
O 0.231 -0.481 1.384 -0.41
C 0.323 0.493 2.424 -0.17
C -0.594 1.685 2.148 -1.43
O -0.410 2.173 0.827 0.29
H -1.202 4.085 0.907 0.57
H 0.579 3.986 0.939 0.03
H -0.451 4.750 -1.260 0.49
H -1.201 3.132 -1.411 -0.44
H 0.926 3.729 -3.558 0.50
H -0.150 2.349 -3.189 -0.02
H 2.808 2.062 -2.662 0.36
H 2.221 1.977 -4.346 0.55
H 3.351 -0.096 -2.355 0.33
H 2.877 -0.805 -3.928 0.50
H 2.618 -2.554 -2.325 0.45
H 0.956 -1.961 -2.625 0.05
H 1.692 -3.202 0.114 0.64
H 0.128 -2.427 -0.303 0.07
H 2.941 -0.662 1.229 0.04
H 0.760 -2.336 2.158 0.46
H 1.352 0.830 2.526 0.01
H 0.016 0.053 3.380 0.63
H -0.348 2.456 2.885 0.48
H -1.648 1.407 2.255 0.07
C -2.622 -2.465 -4.471 -1.71
C -2.990 -1.020 -4.157 1.84
C -1.903 -0.078 -4.672 -1.02
C -4.337 -0.660 -4.778 -1.66
O -3.128 -0.946 -2.741 0.40
Si -2.788 0.322 -1.736 -3.42
O -1.244 0.642 -1.696 2.10
O -3.480 -0.059 -0.294 0.71
C -3.796 -1.299 0.337 1.88
C -5.021 -1.918 -0.329 -1.80
C -2.601 -2.240 0.257 -1.15
C -4.098 -0.958 1.791 -1.67
O -3.605 1.637 -2.324 -0.03
C -4.550 2.534 -1.757 1.93
C -4.087 3.056 -0.399 -1.42
C -4.663 3.691 -2.744 -1.88
C -5.894 1.822 -1.621 -1.65
H -2.549 -2.625 -5.549 0.43
H -3.379 -3.138 -4.066 0.32
H -1.662 -2.712 -4.014 0.23
H -1.787 -0.206 -5.751 0.62
H -0.950 -0.277 -4.180 -0.10
H -2.174 0.961 -4.474 0.08
H -4.299 -0.743 -5.867 0.46
H -4.602 0.363 -4.509 0.09
H -5.111 -1.331 -4.402 0.32
H -4.820 -2.099 -1.384 0.09
H -5.879 -1.248 -0.245 0.38
H -5.275 -2.863 0.154 0.49
H -2.373 -2.470 -0.785 0.07
H -2.811 -3.174 0.783 0.67
H -1.736 -1.763 0.718 -0.21
H -4.918 -0.239 1.845 0.32
H -3.217 -0.517 2.260 0.13
H -4.378 -1.853 2.350 0.41
H -3.125 3.562 -0.498 0.23
H -3.978 2.239 0.312 0.00
H -4.811 3.775 -0.009 0.61
H -3.695 4.185 -2.849 0.32
H -5.396 4.425 -2.404 0.37
H -4.965 3.317 -3.723 0.35
H -5.798 0.987 -0.927 0.01
H -6.209 1.433 -2.591 0.29
H -6.662 2.503 -1.248 0.54
N 2.712 1.355 -0.201 -0.72
C 2.911 2.053 0.741 -0.04
C 3.128 2.850 1.836 0.62
C 3.388 2.277 3.129 -0.68
C 3.539 3.092 4.221 -0.46
C 3.457 4.491 4.116 -0.69
C 3.235 5.059 2.854 -0.31
C 3.076 4.281 1.733 -0.95
H 3.461 1.200 3.231 0.56
H 3.730 2.634 5.185 0.44
H 3.579 5.118 4.988 0.39
H 3.190 6.138 2.752 0.38
H 2.918 4.736 0.763 0.48
N 2.457 -1.223 1.919 0.41
C 3.238 -2.342 2.423 -1.68
C 3.954 -3.147 1.470 0.33
C 4.400 -2.611 0.231 0.14
C 5.052 -3.376 -0.719 -0.51
C 5.313 -4.726 -0.509 -0.65
C 4.888 -5.283 0.695 -0.68
C 4.233 -4.528 1.650 -0.94
C 3.244 -2.506 3.837 1.60
C 4.095 -3.406 4.542 -0.85
C 4.067 -3.522 5.918 -0.68
C 3.207 -2.759 6.705 -0.62
C 2.393 -1.841 6.049 -0.75
C 2.409 -1.712 4.673 -0.19
H 4.246 -1.560 0.021 0.43
H 5.385 -2.899 -1.636 0.44
H 5.828 -5.322 -1.252 0.37
H 5.052 -6.338 0.887 0.35
H 3.870 -5.023 2.540 0.62
H 4.826 -3.986 3.998 0.61
H 4.751 -4.219 6.392 0.36
H 3.190 -2.861 7.782 0.37
H 1.729 -1.202 6.624 0.36
H 1.783 -0.962 4.211 0.29
```

As for the charge: -1. The calculation puts the HOMO energy (spin up / spin down) at -2.439 / -2.441 eV. For the largest force on an atom, the calculation gives 0.157 eV/A. Its expectation value of S² is 0.777. Its spin multiplicity is 2. For the total energy, the calculation gives -2867.30137 hartree. The calculation puts the LUMO energy (spin up / spin down) at 2.2 / 2.2 eV. The value obtained for the relative energy (zero: lowest compared OMol25 entry of this formula, charge and spin) is 0.00 kcal per mole.

C5H10NO | ωB97M-V/def2-TZVPD

The geometry in XYZ format:
```
17
Properties=species:S:1:pos:R:3:mulliken_charge:R:1
C 0.374 0.172 -1.538 -0.41
C 0.529 1.358 0.813 -0.26
C 1.105 -1.134 -1.240 -0.34
C -0.238 0.204 1.006 0.43
C -1.045 -0.646 1.832 -1.27
N -0.443 0.642 -0.282 -0.08
O 1.793 -0.925 -0.107 -0.36
H 1.115 0.926 -1.860 0.31
H -0.417 -0.098 -2.255 0.36
H 0.276 2.500 0.930 0.27
H 1.583 1.315 0.591 0.28
H 0.509 -2.089 -1.413 0.31
H 1.874 -1.276 -2.058 0.37
H -1.057 -0.508 2.933 0.34
H -0.908 -1.676 1.705 0.34
H -2.074 -0.486 1.602 0.36
H -1.186 1.274 -0.657 0.37
```

As for the charge: +1. The calculation puts the HOMO energy (spin up / spin down) at -14.973 / -13.556 eV. For the largest force on an atom, the calculation gives 4.569 eV/A. Its spin multiplicity is 1. For the total energy, the calculation gives -326.03246 hartree. The calculation puts the LUMO energy (spin up / spin down) at -5.3 / -5.7 eV. The value obtained for the relative energy (zero: lowest compared OMol25 entry of this formula, charge and spin) is 156.47 kcal per mole.

C6H8 | ωB97M-V/def2-TZVPD

The geometry in XYZ format:
```
14
Properties=species:S:1:pos:R:3:mulliken_charge:R:1
C 2.016 0.365 -0.730 -0.56
C 2.246 -0.025 0.530 -0.56
C -0.625 -1.357 -0.481 -1.04
C -0.568 -0.171 0.261 0.97
C 0.879 0.410 0.113 -0.12
C -1.606 0.962 0.156 -1.36
H 2.183 0.607 -1.689 0.48
H 2.906 -0.227 1.381 0.36
H -0.367 -2.260 0.052 0.32
H -0.817 -1.373 -1.543 0.32
H -0.493 -0.433 1.365 0.08
H -2.342 0.507 0.793 0.38
H -2.134 1.075 -0.739 0.37
H -1.277 1.920 0.530 0.36
```

The calculation puts the HOMO energy (spin up / spin down) at -7.267 / -6.336 eV. For the largest force on an atom, the calculation gives 4.125 eV/A. Its spin multiplicity is 1. For the total energy, the calculation gives -233.16749 hartree. The calculation puts the LUMO energy (spin up / spin down) at 0.9 / 0.6 eV. The value obtained for the relative energy (zero: lowest compared OMol25 entry of this formula, charge and spin) is 137.74 kcal per mole.

C3H4N2S | ωB97M-V/def2-TZVPD

The geometry in XYZ format:
```
10
Properties=species:S:1:pos:R:3:mulliken_charge:R:1
C -1.781 -0.601 1.585 0.13
C -0.975 -0.262 0.394 0.42
C 1.535 0.280 -0.659 -0.86
N -2.180 -0.915 2.625 -0.41
N -1.540 0.225 -0.617 -0.42
S 0.778 -0.625 0.720 -0.02
H 1.062 0.470 -1.600 0.32
H 2.461 -0.258 -0.709 0.27
H 1.780 1.218 -0.168 0.30
H -1.140 0.468 -1.571 0.26
```

The calculation puts the HOMO energy (spin up / spin down) at -6.385 / -9.713 eV. For the largest force on an atom, the calculation gives 7.883 eV/A. Its expectation value of S² is 2.015. Its spin multiplicity is 3. For the total energy, the calculation gives -624.21370 hartree. The calculation puts the LUMO energy (spin up / spin down) at 0.4 / -3.5 eV. The value obtained for the relative energy (zero: lowest compared OMol25 entry of this formula, charge and spin) is 46.09 kcal per mole.

C27H23Cl2N6O3SSr | ωB97M-V/def2-TZVPD

The geometry in XYZ format:
```
63
Properties=species:S:1:pos:R:3:mulliken_charge:R:1
Sr 0.115 -0.087 -0.045 3.59
Cl 0.279 -5.203 -5.024 -0.26
C 0.212 -3.652 -4.261 0.07
C 0.088 -3.566 -2.892 -0.91
C 0.023 -2.333 -2.229 -0.36
N -0.147 -2.205 -0.878 -0.13
C -0.192 -3.242 -0.042 -0.18
O -0.121 -4.454 -0.282 -0.84
C -0.329 -2.857 1.411 0.59
C -0.163 -3.877 2.353 -0.72
C -0.183 -3.572 3.696 -0.38
C -0.397 -2.251 4.066 -0.92
C -0.596 -1.318 3.064 0.07
N -0.572 -1.602 1.772 0.05
C 0.130 -1.138 -3.011 -0.22
C 0.247 -1.264 -4.401 -0.88
C 0.276 -2.495 -5.021 0.02
Cl 0.379 -2.587 -6.745 -0.27
N 0.126 0.067 -2.356 -0.05
C 0.101 1.239 -2.984 0.02
O 0.020 1.489 -4.195 -0.86
C 0.124 2.436 -2.063 0.56
C 0.141 3.700 -2.663 -0.77
C 0.086 4.827 -1.873 -0.32
C 0.030 4.662 -0.494 -0.93
C 0.053 3.374 0.013 -0.35
N 0.092 2.289 -0.744 0.02
H 0.037 -4.465 -2.301 0.77
H -0.008 -4.882 1.989 0.48
H -0.032 -4.340 4.442 0.40
H -0.399 -1.953 5.104 0.40
H -0.780 -0.283 3.317 0.23
H 0.316 -0.367 -4.992 0.67
H 0.187 3.748 -3.741 0.50
H 0.082 5.813 -2.315 0.41
H -0.027 5.514 0.167 0.40
H 0.033 3.196 1.082 0.50
C 3.228 -1.672 2.412 -1.40
C 2.836 -1.304 0.966 1.00
C 4.094 -0.894 0.178 -1.55
O 1.883 -0.336 0.931 -1.40
H 3.799 -2.597 2.432 0.35
H 2.323 -1.786 3.003 0.21
H 3.830 -0.880 2.853 0.37
H 2.445 -2.236 0.490 -0.04
H 4.623 -0.111 0.717 0.35
H 3.784 -0.503 -0.788 0.34
H 4.764 -1.739 0.038 0.36
N -7.087 2.696 0.002 -0.31
C -6.239 2.593 1.051 0.37
S -6.743 3.131 2.538 -0.41
C -4.914 2.037 0.848 1.13
C -4.025 1.936 1.927 -0.80
C -2.773 1.397 1.731 -0.62
N -2.337 0.945 0.559 0.32
C -3.164 1.039 -0.473 -0.75
C -4.439 1.570 -0.389 -0.98
H -8.020 3.025 0.188 0.20
H -6.879 2.300 -0.898 0.17
H -4.334 2.283 2.900 0.42
H -2.075 1.318 2.553 0.45
H -2.781 0.670 -1.415 0.53
H -5.042 1.616 -1.284 0.24
```

As for the charge: -1. The calculation puts the HOMO energy at -4.032 eV. For the largest force on an atom, the calculation gives 3.358 eV/A. Its spin multiplicity is 1. For the total energy, the calculation gives -2946.42385 hartree. The calculation puts the LUMO energy at 0.6 eV.